Record 1
The following is a quantum chemistry calculation of C16H46CdN4O6 as an isolated structure in a non-equilibrium geometry, from the OMol25 dataset.

```
! wB97M-V def2-TZVPD RIJCOSX def2/J DEFGRID3
* xyz 0 1
Cd -0.037 -0.277 -0.030
O -1.465 -0.838 1.259
H -1.510 -1.664 1.779
O 1.335 0.469 -1.246
H 1.258 0.225 -2.189
C -3.075 -0.511 -2.472
C -2.076 0.628 -2.455
C -2.700 1.882 -3.081
O -1.644 2.874 -3.252
C -2.143 4.208 -3.522
N -1.605 0.835 -1.085
H -3.815 -0.303 -1.699
H -2.726 -1.531 -2.309
H -3.664 -0.489 -3.389
H -1.248 0.282 -3.073
H -3.454 2.277 -2.401
H -3.100 1.682 -4.075
H -2.865 4.209 -4.338
H -1.323 4.830 -3.882
H -2.404 4.681 -2.575
H -2.370 1.111 -0.486
H -1.044 1.673 -1.147
C 0.875 -3.071 2.701
C 1.567 -1.711 2.672
C 2.944 -1.698 3.428
O 3.500 -0.367 3.485
C 4.900 -0.255 3.128
N 1.616 -1.123 1.309
H 1.542 -3.791 2.225
H -0.118 -3.008 2.258
H 0.797 -3.442 3.723
H 0.866 -1.084 3.223
H 3.618 -2.349 2.870
H 2.878 -2.129 4.427
H 5.161 -0.454 2.089
H 5.496 -0.791 3.867
H 5.070 0.816 3.239
H 2.380 -1.587 0.839
H 2.041 -0.251 1.591
C 2.256 2.331 2.038
C 0.861 1.878 2.453
C 0.086 2.975 3.221
O -1.322 2.715 3.441
C -1.971 3.803 4.121
N 0.054 1.625 1.256
H 2.210 3.086 1.253
H 2.765 1.502 1.547
H 2.926 2.625 2.846
H 0.924 0.988 3.080
H 0.140 3.911 2.665
H 0.531 3.149 4.200
H -1.653 4.793 3.794
H -1.789 3.880 5.193
H -3.016 3.614 3.877
H -0.885 1.600 1.626
H 0.085 2.382 0.589
C 1.121 -3.650 -1.136
C 0.455 -2.632 -2.085
C -0.348 -3.049 -3.382
O -0.850 -1.863 -4.056
C -1.774 -2.139 -5.099
N -0.531 -1.900 -1.266
H 0.368 -4.238 -0.611
H 1.916 -3.180 -0.558
H 1.705 -4.309 -1.777
H 1.264 -1.995 -2.442
H -1.182 -3.715 -3.162
H 0.307 -3.644 -4.018
H -1.203 -2.550 -5.932
H -2.189 -1.176 -5.394
H -2.582 -2.783 -4.751
H -1.157 -2.619 -0.932
H -0.980 -1.377 -2.004
*
```

Output
E ... -1475.234248 Ha
Frontier orbital gap ... 7.24 eV

***

Record 2
The following is a quantum chemistry calculation of C16H46N4O7V as an isolated structure in a non-equilibrium geometry, from the OMol25 dataset.

```
! wB97M-V def2-TZVPD RIJCOSX def2/J DEFGRID3
* xyz 0 2
O -1.177 -1.490 -1.136
V 0.179 -0.625 -1.238
O 1.102 -1.383 -2.896
H 1.322 -2.105 -3.479
O -0.309 0.584 0.339
H 0.529 1.028 0.510
C 0.705 -4.082 1.397
C 0.599 -2.562 1.232
C 1.235 -1.815 2.389
O 2.516 -2.360 2.634
C 3.194 -1.708 3.665
N 1.274 -2.161 -0.036
H 1.700 -4.462 1.184
H -0.090 -4.551 0.816
H 0.472 -4.360 2.431
H -0.444 -2.259 1.209
H 0.564 -1.764 3.249
H 1.386 -0.789 2.006
H 4.113 -2.240 3.893
H 2.627 -1.633 4.607
H 3.382 -0.652 3.413
H 2.208 -1.913 0.299
H 1.473 -2.945 -0.649
C -2.934 1.638 -3.246
C -2.010 0.491 -3.617
C -1.913 0.396 -5.146
O -1.571 1.561 -5.859
C -0.261 2.065 -5.786
N -0.688 0.698 -2.960
H -2.585 2.565 -3.704
H -3.039 1.752 -2.167
H -3.945 1.440 -3.611
H -2.411 -0.453 -3.244
H -2.918 0.131 -5.479
H -1.237 -0.416 -5.450
H -0.034 2.452 -4.784
H -0.228 2.890 -6.490
H 0.523 1.322 -5.984
H 0.051 0.362 -3.582
H -0.559 1.707 -2.918
C -2.717 -1.299 2.370
C -3.524 -0.090 2.809
C -4.325 -0.453 4.055
O -5.383 -1.328 3.676
C -6.093 -1.799 4.776
N -2.619 1.069 3.099
H -1.881 -1.567 3.022
H -2.347 -1.222 1.348
H -3.402 -2.152 2.419
H -4.222 0.205 2.025
H -4.753 0.401 4.597
H -3.677 -1.019 4.747
H -5.412 -2.227 5.531
H -6.764 -2.616 4.511
H -6.680 -1.016 5.272
H -1.911 0.687 3.731
H -3.138 1.674 3.740
C 3.961 0.349 -0.494
C 3.046 1.553 -0.534
C 3.774 2.770 -1.066
O 4.904 3.018 -0.260
C 5.473 4.287 -0.458
N 1.861 1.236 -1.399
H 4.651 0.418 0.353
H 4.589 0.232 -1.378
H 3.403 -0.562 -0.308
H 2.657 1.737 0.470
H 3.120 3.655 -1.087
H 4.122 2.536 -2.089
H 4.837 5.061 -0.012
H 5.618 4.485 -1.526
H 6.437 4.318 0.044
H 2.227 1.174 -2.356
H 1.364 2.132 -1.440
*
```

Output
E ... -2326.902572 Ha
Frontier orbital gap (spin up / spin down) ... 8.25 / 9.16 eV

***

Record 3
The following is a quantum chemistry calculation of C16H47AsF6O7 as an isolated structure in a non-equilibrium geometry, from the OMol25 dataset.

```
! wB97M-V def2-TZVPD RIJCOSX def2/J DEFGRID3
* xyz 0 1
O 0.366 -0.201 0.160
H 0.575 0.234 0.989
H 0.979 0.177 -0.474
H -0.538 -0.018 -0.109
As -2.359 -3.571 -0.553
F -1.198 -3.896 0.767
F -3.225 -5.132 -0.393
F -3.487 -3.088 -1.914
F -1.651 -1.969 -0.647
F -1.172 -4.271 -1.734
F -3.519 -2.914 0.671
C -2.498 -0.148 2.601
C -3.316 -0.714 3.721
C -4.188 0.429 4.291
O -4.214 -1.581 3.055
H -1.587 0.328 2.964
H -3.000 0.554 1.935
H -2.145 -0.968 1.976
H -2.788 -1.323 4.455
H -5.059 0.697 3.693
H -3.535 1.270 4.523
H -4.578 0.121 5.261
H -3.733 -2.189 2.488
C 0.061 -0.602 -5.721
C -0.180 -0.002 -4.310
C -1.444 -0.572 -3.676
O 0.897 -0.315 -3.475
H 1.027 -0.385 -6.176
H -0.737 -0.353 -6.420
H 0.099 -1.683 -5.586
H -0.312 1.079 -4.361
H -1.598 -0.117 -2.697
H -1.418 -1.642 -3.467
H -2.302 -0.459 -4.338
H 0.846 -1.273 -3.431
C -1.398 3.110 -1.949
C -1.385 2.561 -0.538
C -2.255 3.456 0.382
O -1.934 1.241 -0.555
H -0.744 3.981 -1.986
H -2.407 3.344 -2.289
H -1.011 2.367 -2.646
H -0.383 2.542 -0.109
H -3.282 3.633 0.065
H -1.830 4.451 0.519
H -2.307 3.085 1.405
H -2.879 1.316 -0.707
C 2.145 2.985 2.011
C 2.118 1.479 2.417
C 2.829 1.121 3.753
O 0.774 1.103 2.439
H 1.641 3.656 2.707
H 1.606 3.032 1.065
H 3.179 3.322 1.935
H 2.661 0.888 1.680
H 2.375 1.584 4.629
H 3.867 1.452 3.715
H 2.867 0.031 3.742
H 0.325 1.633 3.102
C 4.473 -2.411 -0.295
C 2.931 -2.344 -0.021
C 2.263 -3.704 0.322
O 2.812 -1.437 1.057
H 5.085 -2.807 0.516
H 4.748 -1.385 -0.541
H 4.707 -3.064 -1.136
H 2.488 -1.853 -0.888
H 1.219 -3.566 0.602
H 2.727 -4.323 1.091
H 2.174 -4.274 -0.602
H 3.196 -1.805 1.857
C 3.244 1.828 -1.712
O 1.862 1.421 -1.516
H 3.691 2.202 -0.791
H 3.925 1.018 -1.972
H 3.242 2.600 -2.482
H 1.568 1.029 -2.342
*
```

Output
Energy relative to the best compared isomer or geometry (same formula, charge and spin) ... 0.0 kJ/mol
E ... -3999.500053 Ha
Frontier orbital gap ... 9.42 eV

***

> Number 2 is which compound?

C16H46N4O7V

***

> Which of these has the lowest E?

C16H47AsF6O7

***

> Which of these has the lowest E?

C16H47AsF6O7